Record 1
Below is a molecular structure, C61H51N5PPbS3, with properties calculated with wB97M-V/def2-TZVPD.

Properties
- Charge: +1
- E_LUMO: -2.39 eV
- Kohn-Sham gap: 6.7 eV
- DFT total energy: -4357.1767 Ha

Element x y z (Å)
1 Pb 0.868429 -1.025899 1.697595
2 N 1.104207 0.835902 0.217418
3 S 1.236419 2.171765 -0.311948
4 N -0.138476 3.015124 -0.687534
5 S -1.343305 3.024608 0.280016
6 N -1.854650 1.765376 1.008864
7 S -2.181739 0.263775 0.386189
8 N -1.233047 -0.824188 0.576140
9 C -2.573126 0.542656 -1.333837
10 C -1.499158 0.394679 -2.203534
11 C -1.708686 0.573889 -3.562956
12 C -2.980734 0.870375 -4.035765
13 C -4.048089 0.996548 -3.154885
14 C -3.850234 0.837081 -1.791238
15 C -3.768300 -0.020977 1.145242
16 C -4.134485 -1.358061 1.238760
17 C -5.364830 -1.680303 1.792434
18 C -6.208449 -0.675721 2.244360
19 C -5.828169 0.656419 2.150245
20 C -4.602118 0.991613 1.596021
21 C -1.080304 4.152954 1.621868
22 C -1.411388 3.814428 2.923612
23 C -1.132927 4.727060 3.932135
24 C -0.534669 5.940800 3.629409
25 C -0.207394 6.260249 2.316425
26 C -0.480717 5.364391 1.298888
27 C -2.584699 3.810364 -0.714261
28 C -2.428069 3.921168 -2.085354
29 C -3.461234 4.478176 -2.824077
30 C -4.619671 4.909222 -2.195200
31 C -4.759090 4.792257 -0.817373
32 C -3.736632 4.239591 -0.065490
33 C 2.014764 2.318961 -1.906117
34 C 1.750768 3.356940 -2.793772
35 C 2.406892 3.376063 -4.013141
36 C 3.311069 2.369696 -4.336185
37 C 3.558286 1.336961 -3.445692
38 C 2.905649 1.304097 -2.220539
39 C 2.109013 3.332633 0.733667
40 C 2.023499 3.073843 2.095081
41 C 2.608515 3.956838 2.989627
42 C 3.281571 5.076191 2.519143
43 C 3.371291 5.316361 1.154766
44 C 2.779090 4.446317 0.250929
45 H -0.522648 0.131972 -1.805369
46 H -0.882169 0.459998 -4.253127
47 H -3.144304 0.989089 -5.099489
48 H -5.039212 1.219349 -3.528376
49 H -4.680381 0.938447 -1.103950
50 H -3.450577 -2.126748 0.899119
51 H -5.660303 -2.717966 1.875457
52 H -7.165622 -0.931857 2.680079
53 H -6.486064 1.435133 2.514063
54 H -4.290361 2.022968 1.524837
55 H -1.860167 2.853240 3.136723
56 H -1.378496 4.482694 4.957228
57 H -0.318142 6.645152 4.422434
58 H 0.267311 7.204897 2.086693
59 H -0.216826 5.589590 0.272092
60 H -1.524264 3.561347 -2.559073
61 H -3.359922 4.568212 -3.897771
62 H -5.420087 5.344521 -2.779504
63 H -5.659906 5.138421 -0.328609
64 H -3.826222 4.162569 1.012192
65 H 1.040654 4.130691 -2.534415
66 H 2.211890 4.176612 -4.715109
67 H 3.820276 2.391514 -5.291205
68 H 4.255864 0.548790 -3.698629
69 H 3.070409 0.489640 -1.525915
70 H 1.505083 2.188191 2.441858
71 H 2.549346 3.764424 4.052962
72 H 3.750002 5.756750 3.218763
73 H 3.911012 6.180557 0.789551
74 H 2.856669 4.631712 -0.812449
75 N -1.806570 -3.077750 -1.480855
76 C -1.655413 -4.450583 -1.318830
77 C -2.375357 -5.324923 -2.140579
78 C -2.194381 -6.690622 -2.051895
79 C -1.290295 -7.227401 -1.140713
80 C -0.578749 -6.369839 -0.322808
81 C -0.745732 -4.985559 -0.388092
82 P 0.209155 -3.827560 0.644662
83 C 0.718569 -4.822182 2.082196
84 C 2.019367 -4.791867 2.574961
85 C 2.344384 -5.454038 3.753574
86 C 1.373080 -6.152164 4.451187
87 C 0.067653 -6.179085 3.972294
88 C -0.258691 -5.512886 2.804159
89 C 1.747705 -3.486019 -0.254098
90 C 2.555640 -4.604349 -0.766481
91 C 3.397254 -4.470176 -1.800300
92 C 3.439885 -3.247739 -2.574108
93 C 2.586743 -2.244269 -2.323342
94 C 1.711559 -2.206168 -1.147364
95 H -2.636557 -2.787040 -1.971520
96 H -1.557170 -2.474507 -0.704441
97 H -3.075174 -4.914953 -2.860775
98 H -2.763770 -7.344344 -2.700721
99 H -1.145141 -8.296989 -1.070387
100 H 0.118895 -6.781842 0.397001
101 H 2.789625 -4.248895 2.041469
102 H 3.363041 -5.424030 4.119816
103 H 1.627827 -6.672980 5.365373
104 H -0.697929 -6.721316 4.513035
105 H -1.279565 -5.540319 2.438829
106 H 2.419547 -5.572960 -0.296791
107 H 3.985160 -5.315867 -2.134874
108 H 4.087456 -3.204369 -3.441109
109 H 2.500475 -1.424288 -3.029114
110 H 0.757006 -1.704123 -1.287830
111 C 2.299459 -2.160349 0.240996
112 C 3.727655 -1.885663 0.539011
113 C 4.148489 -0.553907 0.661351
114 C 5.453131 -0.229634 0.996000
115 C 6.381258 -1.231923 1.240590
116 C 5.977696 -2.555215 1.152820
117 C 4.672808 -2.878766 0.806914
118 H 3.422399 0.233313 0.505761
119 H 5.743086 0.811916 1.074890
120 H 7.401566 -0.985358 1.504877
121 H 6.686294 -3.350132 1.351239
122 H 4.398760 -3.920433 0.723005

Force components x, y, z for each atom (eV/Å):
-0.05 0.04 0.11
0.34 -0.11 0.02
-0.15 0.11 -0.06
-0.11 0.05 0.08
0.12 -0.08 -0.03
-0.12 0.10 -0.08
0.12 -0.06 0.03
-0.08 0.15 -0.02
0.03 0.00 -0.04
0.05 0.00 -0.03
0.03 -0.02 0.04
-0.05 0.00 0.00
0.01 0.02 -0.03
-0.02 0.04 0.00
-0.03 -0.08 0.00
0.00 0.03 0.03
0.04 -0.03 -0.02
-0.03 0.01 0.01
-0.02 0.02 0.00
0.03 0.00 0.01
0.03 -0.02 0.00
-0.02 -0.03 0.02
-0.01 -0.02 0.02
0.00 0.02 0.01
0.00 0.03 -0.02
0.00 0.00 -0.02
-0.08 -0.06 0.04
0.05 -0.03 -0.02
-0.01 0.02 -0.04
-0.01 0.01 -0.02
0.01 -0.01 0.04
-0.01 0.01 0.01
0.02 -0.03 -0.03
-0.02 0.01 0.02
0.01 0.02 -0.03
0.00 0.02 -0.02
0.01 -0.03 0.03
-0.01 -0.01 0.01
-0.03 -0.02 0.09
0.03 0.02 0.00
0.01 -0.01 0.00
0.02 0.00 0.01
0.02 0.03 -0.01
0.03 0.02 -0.05
-0.08 0.01 -0.03
-0.01 0.00 0.02
-0.01 0.00 0.02
0.01 -0.01 0.00
0.02 -0.02 0.00
-0.02 0.01 0.01
0.01 0.02 0.00
0.02 0.01 -0.01
0.01 -0.01 -0.01
0.00 0.00 0.00
0.02 0.03 -0.01
-0.01 0.00 -0.02
0.00 -0.01 -0.01
-0.01 -0.01 0.01
-0.02 0.00 0.03
-0.04 0.01 0.02
0.00 0.00 0.02
0.01 -0.01 0.01
0.01 0.00 0.00
0.02 0.01 -0.03
0.00 -0.02 -0.01
0.00 -0.01 0.01
-0.01 0.00 0.02
-0.01 0.01 0.01
0.00 0.03 -0.03
0.01 -0.02 0.00
-0.01 0.00 -0.01
-0.01 -0.01 -0.02
-0.01 -0.01 0.01
0.00 -0.01 0.03
0.00 -0.12 0.01
0.01 0.10 -0.01
0.02 0.01 0.00
0.01 -0.02 0.02
-0.03 0.00 -0.03
0.01 0.00 0.04
-0.01 0.02 -0.03
-0.14 -0.16 0.00
-0.03 -0.03 -0.02
0.06 0.03 -0.01
0.01 0.01 -0.02
-0.02 -0.01 0.02
0.02 -0.01 0.03
0.00 -0.01 -0.02
-0.01 -0.02 0.09
0.00 0.02 -0.05
-0.03 -0.06 0.01
0.01 0.04 0.00
-0.03 0.05 -0.08
0.10 -0.03 0.03
0.00 0.00 0.00
0.00 0.02 0.00
0.01 0.00 0.01
0.00 0.00 0.01
0.00 0.02 -0.01
0.00 0.01 -0.02
-0.03 -0.02 0.03
-0.01 0.00 0.00
-0.01 0.01 -0.02
0.01 0.01 0.00
0.02 0.00 0.00
0.02 0.01 0.01
-0.01 0.00 0.02
-0.02 0.00 0.00
0.00 -0.02 0.02
0.02 -0.03 -0.01
-0.08 0.07 -0.06
0.06 -0.02 0.00
-0.06 -0.08 -0.01
0.04 0.02 0.01
0.00 0.02 0.00
0.02 -0.01 0.01
0.01 0.00 -0.02
0.02 0.05 0.03
-0.01 -0.02 0.00
-0.02 0.00 -0.01
-0.01 0.01 -0.01
0.02 0.03 0.01

These are the Mulliken partial charges, in e, on atoms 1 to 8:
1. Pb 1.09
2. N -0.13
3. S 0.66
4. N 0.54
5. S 0.96
6. N -0.21
7. S 1.31
8. N -0.34

***

Record 2
Below is a molecular structure, C61H52I2N6OPZr, with properties calculated with wB97M-V/def2-TZVPD.

Properties
- Charge: +1
- E_LUMO: -2.46 eV
- Kohn-Sham gap: 7.5 eV
- DFT total energy: -3743.2894 Ha

Element x y z (Å)
1 Zr -0.707442 -0.635323 0.023015
2 N 1.725083 -2.762452 -2.264185
3 C 2.802173 -2.764584 -1.369184
4 C 4.080734 -2.465718 -1.849377
5 C 5.167533 -2.392960 -0.998144
6 C 4.998274 -2.620214 0.362904
7 C 3.733359 -2.916957 0.836322
8 C 2.612531 -2.982550 0.000513
9 C 1.316115 -3.357065 0.665247
10 C 1.248993 -4.652754 1.174078
11 C 0.183707 -5.069951 1.965138
12 C -0.803889 -4.161939 2.302456
13 C -0.737287 -2.870624 1.789777
14 C 0.289928 -2.439224 0.935060
15 H 1.981593 -2.967077 -3.218583
16 H 0.907255 -3.291859 -1.983934
17 H 4.212566 -2.303802 -2.912956
18 H 6.146111 -2.165924 -1.400066
19 H 5.836742 -2.572182 1.043533
20 H 3.584801 -3.096296 1.895130
21 H 2.048443 -5.346959 0.943260
22 H 0.140652 -6.088387 2.327911
23 H -1.621358 -4.446212 2.953920
24 H -1.519543 -2.185984 2.117059
25 C 1.190798 1.548133 -5.343272
26 C -0.182457 1.963521 -5.799717
27 C -0.481785 2.026578 -7.161180
28 C -1.724471 2.433956 -7.613295
29 C -2.714103 2.790805 -6.704535
30 C -2.447994 2.713084 -5.349941
31 C -1.195673 2.301973 -4.905037
32 N -0.952177 2.227815 -3.495991
33 C -0.941335 1.054109 -2.805094
34 N -0.897623 -0.062358 -3.540095
35 C -1.218478 -1.403881 -3.150675
36 C -1.033413 -1.870954 -1.854421
37 C -1.387510 -3.218227 -1.649666
38 C -1.900899 -4.019660 -2.650823
39 C -2.054024 -3.505229 -3.931728
40 C -1.713284 -2.192753 -4.207144
41 C -1.893992 -1.635114 -5.597092
42 N -0.904011 1.035263 -1.483770
43 C -1.174259 2.289004 -0.826059
44 C -0.118513 3.076729 -0.385517
45 C -0.356381 4.281107 0.266855
46 C -1.663125 4.694333 0.473396
47 C -2.716239 3.906429 0.021153
48 C -2.498228 2.698205 -0.631412
49 C -3.654844 1.869613 -1.115795
50 H 1.948481 1.978139 -5.996788
51 H 1.313484 0.462639 -5.372079
52 H 1.390095 1.876557 -4.324511
53 H 0.290413 1.767836 -7.875267
54 H -1.922136 2.480367 -8.675463
55 H -3.685003 3.118804 -7.048370
56 H -3.209461 2.969054 -4.623395
57 H -1.135219 3.051459 -2.940412
58 H -0.957127 0.109010 -4.533432
59 H -1.278422 -3.658517 -0.665722
60 H -2.169155 -5.046463 -2.439183
61 H -2.448998 -4.123726 -4.728332
62 H -2.330027 -2.385129 -6.253610
63 H -0.945531 -1.330761 -6.053192
64 H -2.557499 -0.765136 -5.610450
65 H 0.898051 2.754140 -0.573356
66 H 0.475609 4.890865 0.593708
67 H -1.866444 5.627650 0.981107
68 H -3.735969 4.231777 0.186353
69 H -4.576735 2.177401 -0.625118
70 H -3.504818 0.801120 -0.937829
71 H -3.800333 1.995076 -2.192763
72 I -5.075396 -3.374886 0.158790
73 C -4.603314 -1.804406 1.418288
74 C -5.441971 -1.506142 2.522596
75 C -5.174542 -0.455745 3.355750
76 I -6.468350 -0.080974 4.938287
77 C -4.027576 0.359548 3.137653
78 C -3.658663 1.502719 3.887088
79 C -2.553172 2.219748 3.529634
80 C -1.772951 1.776939 2.446135
81 N -2.044577 0.691866 1.763254
82 C -3.190427 0.012084 2.069730
83 C -3.486316 -1.053739 1.189422
84 O -2.650418 -1.206113 0.172352
85 H -6.313111 -2.122567 2.693808
86 H -4.265827 1.803978 4.730342
87 H -2.246969 3.101887 4.073315
88 H -0.899003 2.335855 2.136518
89 N 1.639870 0.020847 -0.417203
90 C 2.548338 0.982109 0.157641
91 C 3.447825 1.626270 -0.683459
92 C 4.339812 2.551517 -0.168720
93 C 4.354891 2.811960 1.195719
94 C 3.459668 2.159820 2.026817
95 C 2.525718 1.250697 1.524185
96 P 1.298027 0.363970 2.545546
97 C 2.298913 -0.930631 3.369881
98 C 1.629456 -2.017617 3.932728
99 C 2.320358 -2.983363 4.648536
100 C 3.695611 -2.872753 4.812175
101 C 4.370985 -1.799513 4.250298
102 C 3.677631 -0.836614 3.529374
103 C 0.988255 1.528111 3.937955
104 C 0.823527 2.897381 3.712021
105 C 0.465344 3.753804 4.741351
106 C 0.247850 3.252256 6.019349
107 C 0.393498 1.894034 6.252048
108 C 0.762193 1.039094 5.220584
109 H 1.700828 0.054018 -1.435842
110 H 1.994945 -0.913737 -0.181894
111 H 3.454229 1.387046 -1.740421
112 H 5.032157 3.055227 -0.829807
113 H 5.063683 3.515415 1.610227
114 H 3.476201 2.367147 3.089377
115 H 0.559958 -2.122321 3.803869
116 H 1.785186 -3.822213 5.073047
117 H 4.238589 -3.622468 5.372090
118 H 5.442839 -1.709446 4.366918
119 H 4.230156 -0.020373 3.082136
120 H 0.974419 3.307076 2.719535
121 H 0.360534 4.813322 4.547150
122 H -0.027431 3.916525 6.827259
123 H 0.230004 1.491190 7.242635
124 H 0.882207 -0.015484 5.433999

Force components x, y, z for each atom (eV/Å):
-0.25 0.48 0.78
0.29 -0.12 0.17
-0.32 -0.10 -0.32
0.08 0.04 0.06
-0.07 0.01 0.02
-0.01 0.03 -0.07
-0.07 0.05 0.07
0.09 -0.05 0.19
0.19 -0.18 0.03
-0.04 -0.07 0.01
0.04 0.06 -0.06
-0.03 0.07 0.06
0.18 -0.10 0.00
-0.13 0.03 -0.36
0.02 0.02 0.01
0.17 0.13 0.03
0.00 0.00 -0.02
0.02 0.00 0.00
0.02 0.00 0.01
0.00 -0.04 -0.03
0.02 -0.01 0.02
0.01 -0.01 0.00
0.00 -0.02 -0.01
-0.04 0.01 -0.07
0.02 0.01 -0.03
0.04 0.02 -0.11
0.03 0.01 0.00
-0.04 0.00 0.03
0.07 -0.02 0.00
-0.03 0.00 0.00
0.03 0.03 0.12
-0.19 0.05 0.06
0.27 -0.07 0.16
-0.12 -0.13 0.07
0.06 0.10 -0.14
-0.09 0.10 -0.18
-0.20 0.03 0.08
0.17 0.01 -0.09
0.00 0.02 -0.02
0.04 0.01 0.04
0.01 -0.01 -0.01
-0.29 0.07 -0.05
0.12 -0.16 -0.13
0.17 0.08 0.05
-0.05 -0.05 -0.04
-0.01 -0.06 -0.01
0.05 0.03 0.06
-0.15 0.05 0.01
0.00 -0.10 -0.01
0.01 -0.01 -0.01
-0.02 -0.01 0.00
-0.01 0.02 0.01
0.00 0.00 -0.01
0.00 0.01 -0.01
-0.01 0.00 -0.01
0.00 0.00 0.01
0.07 -0.01 -0.06
-0.01 -0.05 0.06
-0.06 0.03 0.01
-0.01 -0.02 -0.01
-0.01 -0.02 0.00
-0.01 -0.01 0.01
0.02 0.00 0.02
-0.02 0.00 0.01
-0.02 0.00 0.00
0.01 0.01 0.01
-0.01 0.02 -0.01
-0.01 0.01 0.00
-0.02 0.02 0.00
0.03 0.11 -0.01
0.01 -0.02 -0.02
0.04 -0.05 -0.08
-0.31 -0.09 0.29
0.12 0.03 -0.08
0.09 -0.01 -0.09
-0.08 0.04 0.10
-0.11 0.06 0.14
-0.07 -0.09 0.00
0.06 -0.07 -0.10
0.07 0.07 0.06
-0.06 -0.10 -0.21
0.24 0.24 0.04
0.31 0.12 -0.49
-0.44 -0.31 0.19
-0.01 -0.01 -0.01
-0.01 0.01 0.00
-0.02 0.01 -0.01
-0.13 -0.06 0.01
0.08 -0.34 -0.03
-0.10 -0.03 -0.31
0.05 0.10 0.09
-0.01 -0.04 -0.01
-0.04 -0.02 -0.02
-0.03 0.08 0.04
0.05 -0.06 0.03
0.05 0.01 -0.02
-0.11 0.03 0.06
-0.02 0.00 -0.02
0.08 0.02 0.00
-0.06 -0.02 -0.01
-0.03 0.04 -0.05
0.12 0.02 0.01
0.00 0.01 -0.09
0.11 0.02 0.01
0.05 -0.07 0.04
0.00 0.01 -0.05
0.01 0.00 -0.02
0.00 -0.02 0.08
0.00 0.05 0.11
0.05 0.02 0.02
0.00 0.01 -0.02
0.02 0.00 0.00
0.00 0.01 0.01
-0.03 0.01 0.02
0.02 0.04 0.00
-0.01 -0.01 0.00
0.00 -0.01 0.00
0.02 -0.01 0.01
-0.02 0.00 0.02
0.07 -0.01 -0.01
0.00 0.02 -0.01
-0.01 0.02 0.01
0.00 0.00 0.01
0.01 0.00 -0.02

These are the Mulliken partial charges, in e, on atoms 1 to 8:
1. Zr -3.27
2. N -0.17
3. C 1.53
4. C -0.58
5. C -0.81
6. C -0.99
7. C -0.46
8. C -1.36